Entry 1:
C26H38AlBr7Cl7F16I2N3O8S2 | wB97M-V/def2-TZVPD

- Kohn-Sham gap: 0.02642 hartree
- Highest occupied orbital energy: -5.71 eV
- Calculated total energy: -714318.4313 eV

The geometry in ORCA input format:
```
! RIJCOSX wB97M-V def2-TZVPD def2/J DEFGRID3
* xyz 0 1
C -2.53660 5.03058 1.70582
C -1.74299 4.67331 2.97936
I -2.43367 2.83013 3.82465
C -0.24338 4.68860 2.67573
I 0.39855 6.73586 2.92791
N 0.57563 3.84078 3.53607
Br 0.63218 4.25101 5.33990
C 1.24288 2.81087 3.07617
N 1.22844 2.56412 1.72625
C 0.00332 1.89029 1.17430
C 0.41357 0.91519 0.09335
C 1.24716 1.54900 -1.01771
Br 2.56365 0.30569 -1.70228
N 2.00906 2.01226 3.89383
C 3.45070 2.38331 3.95103
C 4.01036 1.98035 5.29782
C 5.53187 2.00236 5.36734
F 6.11539 2.08190 4.15234
F 5.93361 0.80612 5.88020
C 6.13152 3.04488 6.33845
F 5.50253 2.83848 7.51802
F 7.42784 2.82622 6.53624
C 5.89824 4.55618 6.03243
F 4.57477 4.79773 6.05087
F 6.43389 5.20555 7.06967
C 6.49103 5.06563 4.68383
F 5.58867 4.74375 3.73837
F 7.60525 4.41051 4.39095
S 6.83402 6.94781 4.55975
F 7.90214 6.76843 5.71092
F 5.68283 7.22647 5.60653
F 5.79336 7.12587 3.38718
F 7.95280 6.66769 3.47787
F 7.15917 8.47565 4.50909
H -3.25587 5.76764 2.03267
H -2.99709 4.15545 1.26011
H -1.87484 5.48661 0.96849
H -1.98626 5.44549 3.70707
H -0.00827 4.48981 1.64063
H 2.03261 1.96930 1.54822
H -0.57727 1.40013 1.94817
H -0.59397 2.66758 0.69673
H -0.46867 0.48407 -0.36836
H 0.94175 0.06893 0.53273
H 1.81028 2.42171 -0.70495
H 0.62619 1.84841 -1.85482
H 1.59349 1.90077 4.81042
H 3.97683 1.87216 3.14813
H 3.55811 3.45195 3.76318
H 3.69676 0.95630 5.49936
H 3.57839 2.57705 6.09700
C -1.55908 -4.72785 -2.09646
C -1.47227 -3.86185 -0.87129
C -1.60961 -2.37281 -1.11934
O -0.82451 -1.81884 -0.06075
C 0.12079 -2.73496 0.27896
O 1.04846 -2.50370 0.97776
O -0.14928 -3.92413 -0.30075
H -1.41833 -5.77787 -1.84865
H -2.53672 -4.62467 -2.57608
H -0.76416 -4.46064 -2.80505
H -2.18449 -4.19556 -0.11336
H -2.63424 -2.01311 -1.06829
H -1.16221 -2.06669 -2.07266
C -4.23744 -7.67633 -3.69088
Cl -4.15362 -5.94757 -4.23103
Cl -5.59479 -7.84965 -2.58923
Cl -4.44345 -8.66490 -5.09024
Cl -2.73478 -8.06129 -2.84052
C 1.25368 -6.97630 -1.10927
Br 2.83021 -7.59704 -0.21845
Br 1.17995 -7.55041 -2.94236
Br -0.34358 -7.47593 -0.16166
H 1.28980 -5.89615 -1.11384
C -5.48098 -9.62633 -9.31173
F -5.00765 -10.17743 -8.17806
F -4.60683 -9.88492 -10.28072
F -6.62915 -10.22933 -9.60840
S -5.72905 -7.81556 -9.11511
O -4.36610 -7.34798 -8.77056
O -6.64918 -7.70794 -8.00966
O -6.20233 -7.39533 -10.40200
Cl -4.86976 6.13016 3.62068
C -5.71150 4.87648 4.59944
C -5.76061 5.13394 6.07226
Cl -4.16776 4.90700 6.87036
H -5.22360 3.92612 4.40281
H -6.71821 4.86006 4.19184
H -6.42250 4.39424 6.51804
H -6.13296 6.13031 6.29326
C -0.71763 -3.97519 -6.91759
O -0.49111 -3.64459 -5.51557
C 0.84429 -3.14846 -5.25200
C 0.88104 -1.64786 -5.09932
O 0.56703 -0.99152 -6.30800
C -0.74005 -0.45533 -6.37729
H -1.79325 -4.13922 -7.07165
H -0.39020 -3.16913 -7.56967
H -0.20592 -4.90340 -7.16294
H 1.50681 -3.47548 -6.05125
H 1.17366 -3.61704 -4.32218
H 1.90225 -1.36885 -4.82777
H 0.21784 -1.31718 -4.29020
H -0.83141 0.43225 -5.74389
H -1.50304 -1.18435 -6.07884
H -0.92208 -0.16922 -7.40991
Al -2.43037 -3.59344 -4.80723
Cl -7.58987 7.21716 4.06728
Br -3.08105 7.87911 5.16350
Br -2.04907 -7.13939 -8.87152
*
```

Entry 2:
C38H62Cl2N6O2PTl | wB97M-V/def2-TZVPD

- Kohn-Sham gap: 0.25589 hartree
- Highest occupied orbital energy: -7.39 eV
- Calculated total energy: -92472.5315 eV
- Relative energy (zero: lowest compared OMol25 entry of this formula, charge and spin): 68.3 kcal/mol

The geometry in ORCA input format:
```
! RIJCOSX wB97M-V def2-TZVPD def2/J DEFGRID3
* xyz 0 1
Tl 2.96606 0.28546 -2.37248
C -3.14079 4.54303 3.61432
N -2.58339 3.37492 3.02476
C -3.30418 2.13177 3.30693
C -1.70457 3.37949 2.04318
N -1.01481 2.24555 1.66097
N -1.56341 4.50205 1.34143
C -0.51821 5.03732 0.55490
N 0.33748 4.19918 -0.03064
N -0.72659 6.30313 0.44524
H -4.03542 4.98408 3.13060
H -2.34304 5.31323 3.64808
H -3.31540 4.30549 4.65966
H -4.29215 2.17956 2.80063
H -3.43146 2.04412 4.38505
H -2.71764 1.27650 2.99931
H -1.02692 0.45074 2.69036
H -2.23778 5.26670 1.45746
H 0.46379 3.25009 0.34869
H 1.17760 4.58905 -0.41156
H -0.16710 6.69143 -0.30583
C 0.75008 3.29550 3.94855
C -0.07636 1.95773 3.97985
C 0.57682 1.04785 5.00097
C -0.36508 1.27242 2.59808
C 0.90174 0.70530 1.92223
C 0.56034 -0.50468 1.02238
C 1.46380 -1.67367 1.33316
C 0.98162 -2.39610 2.57225
C 1.70281 -2.68593 0.26691
C -0.50214 -0.64915 0.21086
C -1.36520 0.49474 -0.13027
C -1.40306 1.70585 0.45697
C -2.52137 0.35885 -1.18034
C -2.83570 1.62503 -1.92113
C -3.83824 -0.13878 -0.55410
C -1.03113 -1.99427 -0.28102
C -1.83640 -2.40558 0.79573
C -2.47143 -3.62466 0.82629
C -2.35825 -4.44134 -0.28334
C -1.71617 -4.01955 -1.41787
C -0.96651 -2.81422 -1.43929
P 0.31912 -2.41353 -2.74560
C -0.64576 -1.52480 -4.19789
C -0.01661 -1.58576 -5.54602
C -0.51327 -0.01705 -3.78291
C -2.12355 -1.95116 -4.26594
C 1.01527 -4.09685 -3.30577
C 2.27815 -3.72632 -4.04370
C 0.18526 -4.96998 -4.23309
C 1.41872 -4.94933 -2.10351
H 1.41794 3.40203 4.84875
H 0.17977 4.17787 3.99393
H 1.35329 3.40970 3.07836
H -1.07982 2.10864 4.37737
H 1.67259 1.01342 4.88625
H 0.24946 0.08463 5.03493
H 0.32704 1.46456 5.99119
H 1.38675 0.18322 2.73168
H 2.42014 -1.24335 1.64787
H 0.59047 -1.66156 3.34013
H 1.80112 -2.97338 3.05249
H 0.22114 -3.09068 2.25454
H 0.81173 -3.38650 0.24434
H 2.61624 -3.27800 0.53046
H 1.89383 -2.23572 -0.70898
H -1.96333 2.38197 -0.08488
H -2.28811 -0.33526 -1.93466
H -3.52059 2.29727 -1.40349
H -3.38339 1.32775 -2.82470
H -1.93204 2.14463 -2.26343
H -4.14734 0.62834 0.20155
H -3.71731 -1.12975 -0.05847
H -4.60400 -0.26572 -1.29942
H -2.00947 -1.85951 1.69699
H -2.92984 -3.93126 1.77884
H -2.74956 -5.45580 -0.29884
H -1.77063 -4.70871 -2.29383
H 1.03299 -1.43940 -5.52725
H -0.38756 -0.84866 -6.24689
H -0.21496 -2.52941 -6.09659
H 0.38661 0.39861 -4.15165
H -0.51870 0.12775 -2.73937
H -1.36510 0.50685 -4.25055
H -2.28726 -2.91427 -4.73991
H -2.75059 -1.23734 -4.84164
H -2.59713 -2.01447 -3.30118
H 2.11208 -3.26506 -4.99906
H 2.85253 -4.66836 -4.24034
H 2.93753 -3.03626 -3.44801
H -0.11736 -4.45493 -5.16300
H -0.74851 -5.23683 -3.71132
H 0.78330 -5.85575 -4.45453
H 2.39201 -4.52359 -1.73543
H 1.51221 -6.03878 -2.38458
H 0.70169 -4.81715 -1.29292
C 4.90628 0.21007 1.39896
C 3.96501 1.01351 2.33687
C 2.93855 1.86294 1.54122
N 1.69389 1.69519 1.33279
H 5.82877 -0.03000 1.90194
H 5.13064 0.71873 0.46967
H 4.50198 -0.75322 1.08887
H 4.57216 1.65518 2.92035
H 3.50549 0.33930 3.04889
Cl 5.55346 -1.11216 -2.63723
C 3.60368 2.99648 0.81680
Cl 3.75463 4.46067 1.95679
C 2.98149 3.44237 -0.48277
O 2.54382 2.54343 -1.31525
O 2.89408 4.68940 -0.65364
H 4.66665 2.81294 0.58743
*
```